1.
Below is 4 unconnected molecules or ions with the total composition C45H58I2N7O14S at a distorted geometry, with properties calculated with ωB97M-V/def2-TZVPD.

Output
- multiplicity = 1
- frontier orbital gap (eV) = 8.23
- LUMO energy (eV) = -3.31
- HOMO energy (eV) = -11.546
- net charge = +1

Last columns: bonded neighbours and bond lengths (Å).
Atoms and positions in Å:
1 C 3.23066 1.23976 6.13681  C2 1.517, H49 1.093, H50 1.093, H51 1.094
2 C 2.20045 1.10518 5.03136  C1 1.517, I3 2.116, C4 1.338
3 I 0.22437 1.03879 5.78466  C2 2.116
4 C 2.51128 0.99985 3.73425  C2 1.338, I5 2.159, N6 1.425
5 I 4.63934 0.93571 3.37718  C4 2.159
6 N 1.55960 0.84527 2.68493  C4 1.425, C7 1.385, C38 1.474
7 C 0.94090 1.89501 2.02591  N6 1.385, N8 1.307, N22 1.410
8 N 1.49506 2.81762 1.28361  C7 1.307, C9 1.480, C16 1.436
9 C 0.71303 3.84503 0.55981  N8 1.480, C10 1.570, H52 1.092, H53 1.087
10 C 0.41479 3.30864 -0.88530  C9 1.570, C11 1.531, H54 1.095, H55 1.094
11 C -1.01527 3.55696 -1.37277  C10 1.531, S12 1.787, H56 1.099, H57 1.091
12 S -1.60675 5.20296 -1.00804  C11 1.787, O13 1.420, O14 1.430, O15 1.603
13 O -0.52295 6.12101 -1.00092  S12 1.420
14 O -2.39474 5.14005 0.18360  S12 1.430
15 O -2.58350 5.56397 -2.22692  S12 1.603, H58 0.974
16 C 2.91243 2.89487 1.06587  N8 1.436, C17 1.389, C21 1.385
17 C 3.65676 3.91120 1.65136  C16 1.389, C18 1.375, H59 1.086
18 C 5.00933 3.97267 1.41132  C17 1.375, N19 1.336, H60 1.091
19 N 5.74519 3.17786 0.62853  C18 1.336, C20 1.332
20 C 4.97427 2.25138 0.06065  N19 1.332, C21 1.378, H61 1.092
21 C 3.62295 2.04533 0.23447  C16 1.385, C20 1.378, H62 1.087
22 N -0.46674 1.97704 2.03119  C7 1.410, C23 1.497, C24 1.468
23 C -0.97112 2.96893 3.03201  N22 1.497, H63 1.099, H64 1.091, H65 1.089
24 C -1.08514 0.65565 2.19220  N22 1.468, C25 1.517, C31 1.548, H66 1.100
25 C -2.50844 0.68203 1.66654  C24 1.517, C26 1.384, C30 1.374
26 C -3.58830 0.51515 2.51662  C25 1.384, C27 1.380, H67 1.085
27 C -4.82139 0.56688 1.89921  C26 1.380, C28 1.378, H68 1.089
28 C -5.01116 0.80511 0.55527  C27 1.378, N29 1.340, H69 1.085
29 N -3.95668 0.96511 -0.25596  C28 1.340, C30 1.312
30 C -2.78836 0.87463 0.33487  C25 1.374, N29 1.312, H70 1.097
31 C -0.20611 -0.41585 1.50315  C24 1.548, C32 1.516, C38 1.560, H71 1.095
32 C -0.93672 -1.74457 1.49514  C31 1.516, C33 1.377, N37 1.326
33 C -1.63293 -2.26859 2.56116  C32 1.377, C34 1.377, H72 1.088
34 C -2.28096 -3.48276 2.52042  C33 1.377, C35 1.398, H73 1.083
35 C -2.22427 -4.14538 1.29118  C34 1.398, C36 1.374, H74 1.083
36 C -1.54003 -3.52535 0.27373  C35 1.374, N37 1.323, H75 1.092
37 N -0.88583 -2.37727 0.33079  C32 1.326, C36 1.323
38 C 1.11346 -0.51350 2.32881  N6 1.474, C31 1.560, N39 1.474, O40 1.391
39 N 2.11666 -1.10829 1.42716  C38 1.474, H76 1.015, H77 1.019
40 O 0.96466 -1.28754 3.47522  C38 1.391, C41 1.416
41 C 1.89740 -2.33865 3.65228  O40 1.416, O42 1.207, C43 1.508
42 O 2.88027 -2.13299 4.32287  C41 1.207
43 C 1.64480 -3.72301 3.10954  C41 1.508, C44 1.385, C48 1.371
44 C 0.90658 -4.62165 3.86204  C43 1.385, C45 1.370, H78 1.087
45 C 0.69998 -5.89828 3.40909  C44 1.370, C46 1.376, H79 1.087
46 C 1.18325 -6.33166 2.19585  C45 1.376, C47 1.381, H80 1.084
47 C 1.91880 -5.43643 1.44422  C46 1.381, C48 1.373, H81 1.086
48 C 2.13338 -4.16188 1.90618  C43 1.371, C47 1.373, H82 1.083
49 H 3.88699 2.09333 5.95067  C1 1.093
50 H 2.73515 1.44207 7.08980  C1 1.093
51 H 3.78635 0.30008 6.21318  C1 1.094
52 H 1.37952 4.70079 0.42983  C9 1.092
53 H -0.15845 4.21929 1.09106  C9 1.087
54 H 0.66565 2.24276 -0.91167  C10 1.095
55 H 1.11445 3.79516 -1.57121  C10 1.094
56 H -1.00724 3.45638 -2.46750  C11 1.099
57 H -1.72418 2.80610 -1.01960  C11 1.091
58 H -3.20243 4.81517 -2.29628  O15 0.974
59 H 3.17980 4.64717 2.29270  C17 1.086
60 H 5.56156 4.76685 1.91697  C18 1.091
61 H 5.48858 1.57720 -0.62699  C20 1.092
62 H 3.12632 1.23066 -0.28640  C21 1.087
63 H -1.63616 3.66230 2.49869  C23 1.099
64 H -0.14776 3.51087 3.49986  C23 1.091
65 H -1.60701 2.46614 3.75981  C23 1.089
66 H -1.18368 0.34316 3.24177  C24 1.100
67 H -3.47068 0.35071 3.58267  C26 1.085
68 H -5.70765 0.41332 2.51344  C27 1.089
69 H -6.02005 0.85660 0.15894  C28 1.085
70 H -1.91600 0.96557 -0.32449  C30 1.097
71 H -0.02120 -0.09392 0.47294  C31 1.095
72 H -1.66987 -1.69821 3.48717  C33 1.088
73 H -2.81267 -3.88879 3.37172  C34 1.083
74 H -2.72681 -5.09332 1.14075  C35 1.083
75 H -1.53457 -4.03698 -0.69132  C36 1.092
76 H 2.64372 -0.35460 0.99820  N39 1.015
77 H 1.63470 -1.56104 0.65161  N39 1.019
78 H 0.49438 -4.30749 4.81778  C44 1.087
79 H 0.14412 -6.60923 4.01504  C45 1.087
80 H 1.00472 -7.34135 1.84440  C46 1.084
81 H 2.34053 -5.72025 0.48418  C47 1.086
82 H 2.72317 -3.51002 1.27348  C48 1.083
83 C 1.36800 1.96184 -6.47947  C84 1.514, H90 1.091, H91 1.090, H92 1.091
84 C -0.06574 1.55961 -6.75307  C83 1.514, O85 1.437, H93 1.088, H94 1.090
85 O -0.38587 0.31302 -6.11454  C84 1.437, C86 1.326
86 C -0.68656 0.38654 -4.82489  O85 1.326, O87 1.209, O88 1.334
87 O -0.72456 1.39178 -4.15447  C86 1.209
88 O -0.93159 -0.84834 -4.38317  C86 1.334, C89 1.425
89 C -1.22070 -0.90586 -2.98923  O88 1.425, H95 1.090, H96 1.091, H97 1.086
90 H 2.04961 1.15577 -6.75397  C83 1.091
91 H 1.63001 2.85534 -7.04576  C83 1.090
92 H 1.52089 2.16778 -5.41946  C83 1.091
93 H -0.20724 1.39763 -7.81998  C84 1.088
94 H -0.76572 2.33685 -6.44723  C84 1.090
95 H -2.02560 -0.21864 -2.72998  C89 1.090
96 H -0.32476 -0.68108 -2.40944  C89 1.091
97 H -1.54147 -1.91752 -2.75782  C89 1.086
98 C -5.79285 3.59022 -2.35418  C99 1.515, H105 1.092, H106 1.093, H107 1.089
99 C -6.83303 4.60171 -2.78856  C98 1.515, O100 1.430, H108 1.089, H109 1.090
100 O -7.78036 4.01150 -3.68314  C99 1.430, C101 1.335
101 C -8.74669 3.29881 -3.09986  O100 1.335, O102 1.204, O103 1.331
102 O -8.88261 3.12586 -1.91619  C101 1.204
103 O -9.52743 2.80313 -4.05690  C101 1.331, C104 1.430
104 C -10.58471 1.96786 -3.57878  O103 1.430, H110 1.088, H111 1.089, H112 1.086
105 H -5.32575 3.12232 -3.22362  C98 1.092
106 H -5.01959 4.06924 -1.74797  C98 1.093
107 H -6.24048 2.78906 -1.76728  C98 1.089
108 H -6.35718 5.41195 -3.33954  C99 1.089
109 H -7.33745 5.04718 -1.93137  C99 1.090
110 H -11.17240 2.47595 -2.81703  C104 1.088
111 H -10.17856 1.03594 -3.18736  C104 1.089
112 H -11.22534 1.74518 -4.42754  C104 1.086
113 C 8.22310 -6.60492 -2.91153  C114 1.514, H120 1.091, H121 1.090, H122 1.090
114 C 6.74728 -6.90943 -2.76704  C113 1.514, O115 1.436, H123 1.089, H124 1.090
115 O 6.33317 -6.83098 -1.39396  C114 1.436, C116 1.329
116 C 6.09462 -5.60606 -0.93615  O115 1.329, O117 1.204, O118 1.336
117 O 6.18000 -4.58040 -1.56137  C116 1.204
118 O 5.74697 -5.70541 0.35038  C116 1.336, C119 1.426
119 C 5.51293 -4.45027 0.98522  O118 1.426, H125 1.089, H126 1.090, H127 1.087
120 H 8.81109 -7.24512 -2.25261  C113 1.091
121 H 8.54781 -6.76174 -3.94004  C113 1.090
122 H 8.43795 -5.57239 -2.63549  C113 1.090
123 H 6.54721 -7.93134 -3.08504  C114 1.089
124 H 6.13987 -6.25110 -3.38803  C114 1.090
125 H 4.79471 -3.85575 0.42309  C119 1.089
126 H 6.45014 -3.90634 1.10022  C119 1.090
127 H 5.10331 -4.65187 1.97181  C119 1.087

2.
Below is 6 unconnected molecules or ions with the total composition C25H36BrF5NO17 at a distorted geometry, with properties calculated with ωB97M-V/def2-TZVPD.

Output
- multiplicity = 1
- frontier orbital gap (eV) = 9.26
- LUMO energy (eV) = -2.91
- HOMO energy (eV) = -12.179
- net charge = +1

Last columns: bonded neighbours and bond lengths (Å).
Atoms and positions in Å:
1 C -0.46987 0.78648 -2.49948  C2 1.548, H15 1.080, H16 1.084, H17 1.078
2 C 1.01313 1.06428 -2.84586  C1 1.548, C3 1.517, H18 1.083, H19 1.080
3 C 1.72134 -0.17034 -3.37045  C2 1.517, C4 1.534, H20 1.082, H21 1.082
4 C 1.89688 -1.20929 -2.25589  C3 1.534, O5 1.456, H22 1.080, H23 1.079
5 O 1.01165 -2.34678 -2.45917  C4 1.456, N6 1.396
6 N 0.50509 -2.91763 -1.29037  O5 1.396, C7 1.523, C14 1.476, H24 1.021
7 C -0.79353 -2.34477 -0.73731  N6 1.523, O8 1.376, H25 1.079, H26 1.075
8 O -0.90739 -2.90634 0.51352  C7 1.376, C9 1.444
9 C 0.35229 -3.42766 0.98994  O8 1.444, C10 1.516, C14 1.567, H27 1.082
10 C 0.84209 -2.78365 2.27148  C9 1.516, C11 1.546, H28 1.083, H29 1.078
11 C 0.60643 -1.25810 2.35464  C10 1.546, C12 1.522, H30 1.082, H31 1.077
12 C 1.86605 -0.49370 2.73557  C11 1.522, Br13 1.962, H32 1.077, H33 1.074
13 Br 2.58977 0.59546 1.27325  C12 1.962
14 C 1.38907 -3.32730 -0.18125  N6 1.476, C9 1.567, H34 1.074, H35 1.077
15 H -0.58926 0.79937 -1.42650  C1 1.080
16 H -0.77558 -0.16365 -2.92125  C1 1.084
17 H -1.08669 1.58134 -2.88598  C1 1.078
18 H 1.48126 1.37282 -1.91948  C2 1.083
19 H 1.07075 1.89974 -3.52804  C2 1.080
20 H 1.24832 -0.59311 -4.24715  C3 1.082
21 H 2.72042 0.13538 -3.65017  C3 1.082
22 H 2.90568 -1.58984 -2.31746  C4 1.080
23 H 1.75649 -0.71739 -1.30549  C4 1.079
24 H 0.18285 -3.82087 -1.64188  N6 1.021
25 H -0.66541 -1.27798 -0.63411  C7 1.079
26 H -1.54430 -2.68632 -1.42693  C7 1.075
27 H 0.12354 -4.45831 1.22633  C9 1.082
28 H 1.90446 -2.97908 2.34843  C10 1.083
29 H 0.35353 -3.23649 3.11866  C10 1.078
30 H 0.18627 -0.89183 1.42756  C11 1.082
31 H -0.13564 -1.04973 3.10745  C11 1.077
32 H 2.66179 -1.14657 3.05420  C12 1.077
33 H 1.67637 0.20441 3.52975  C12 1.074
34 H 1.75783 -4.33008 -0.28886  C14 1.074
35 H 2.11411 -2.62374 0.19124  C14 1.077
36 C -3.54465 -4.32725 1.79795  C37 1.508, O41 1.429, H43 1.092, H44 1.086
37 C -4.23777 -4.73938 0.52387  C36 1.508, O38 1.411, F42 1.362, H45 1.091
38 O -5.17007 -5.69715 0.97754  C37 1.411, C39 1.368
39 C -5.48535 -5.36180 2.26581  O38 1.368, O40 1.180, O41 1.359
40 O -6.41496 -5.78139 2.85919  C39 1.180
41 O -4.58536 -4.47433 2.76549  C36 1.429, C39 1.359
42 F -3.37365 -5.33439 -0.34448  C37 1.362
43 H -2.71644 -4.99215 2.05070  C36 1.092
44 H -3.18052 -3.30430 1.76494  C36 1.086
45 H -4.76360 -3.93212 0.01133  C37 1.091
46 C -0.46622 5.40356 -0.07871  C47 1.509, O51 1.437, H53 1.092, H54 1.086
47 C -1.40423 5.05002 -1.20636  C46 1.509, O48 1.420, F52 1.351, H55 1.091
48 O -1.41977 3.63072 -1.15535  C47 1.420, C49 1.364
49 C -1.18285 3.28234 0.14229  O48 1.364, O50 1.188, O51 1.349
50 O -1.37914 2.19939 0.59033  C49 1.188
51 O -0.69740 4.32637 0.84442  C46 1.437, C49 1.349
52 F -0.91821 5.43955 -2.40473  C47 1.351
53 H 0.57884 5.39493 -0.39479  C46 1.092
54 H -0.69140 6.36454 0.37473  C46 1.086
55 H -2.42082 5.42806 -1.08949  C47 1.091
56 C 3.67871 5.45682 -2.03792  C57 1.510, O61 1.437, H63 1.094, H64 1.071
57 C 3.20879 6.16570 -0.79038  C56 1.510, O58 1.423, F62 1.357, H65 1.083
58 O 3.30575 5.14468 0.19581  C57 1.423, C59 1.363
59 C 4.30736 4.31062 -0.20230  O58 1.363, O60 1.183, O61 1.354
60 O 4.83088 3.51794 0.50323  C59 1.183
61 O 4.62023 4.51230 -1.50394  C56 1.437, C59 1.354
62 F 1.91301 6.55402 -0.89277  C57 1.357
63 H 2.85934 4.91813 -2.52279  C56 1.094
64 H 4.14246 6.10332 -2.75503  C56 1.071
65 H 3.81311 7.01253 -0.49075  C57 1.083
66 C -8.25400 -7.69806 4.48227  C67 1.507, O71 1.433, H73 1.091, H74 1.084
67 C -8.95137 -8.11405 3.21242  C66 1.507, O68 1.416, F72 1.357, H75 1.091
68 O -9.87687 -9.08212 3.67333  C67 1.416, C69 1.369
69 C -10.18655 -8.75088 4.96529  O68 1.369, O70 1.180, O71 1.359
70 O -11.10925 -9.17821 5.56432  C69 1.180
71 O -9.29013 -7.85677 5.45895  C66 1.433, C69 1.359
72 F -8.09657 -8.70245 2.33819  C67 1.357
73 H -7.41984 -8.35706 4.72778  C66 1.091
74 H -7.89824 -6.67508 4.45091  C66 1.084
75 H -9.48671 -7.30980 2.70577  C67 1.091
76 C 8.34469 6.97490 -3.16887  C77 1.509, O81 1.436, H83 1.090, H84 1.086
77 C 8.53996 8.09115 -2.17259  C76 1.509, O78 1.423, F82 1.350, H85 1.091
78 O 7.22505 8.62091 -2.05183  C77 1.423, C79 1.354
79 C 6.36934 7.60127 -2.30111  O78 1.354, O80 1.190, O81 1.349
80 O 5.20929 7.61377 -2.03494  C79 1.190
81 O 6.99935 6.56166 -2.88559  C76 1.436, C79 1.349
82 F 9.36199 9.04951 -2.64974  C77 1.350
83 H 8.40776 7.32741 -4.19849  C76 1.090
84 H 9.04412 6.15535 -3.03109  C76 1.086
85 H 8.89211 7.76858 -1.19177  C77 1.091

3.
Below is 2 unconnected molecules or ions with the total composition CH2N2S at a distorted geometry, with properties calculated with ωB97M-V/def2-TZVPD.

Output
- multiplicity = 1
- frontier orbital gap (spin up / spin down) (eV) = 8.11 / 8.11
- energy above the lowest of the compared OMol25 structures with the same formula, charge and spin (eV) = 3.339
- LUMO energy (spin up / spin down) (eV) = -2.21 / -2.21
- HOMO energy (spin up / spin down) (eV) = -10.318 / -10.320

Last columns: bonded neighbours and bond lengths (Å).
Atoms and positions in Å:
1 C -1.13638 -0.46176 -0.77543  N3 1.138
2 N 0.90772 -0.52342 -0.03223  S4 1.621, H5 1.015
3 N -2.19007 -0.65016 -1.16255  C1 1.138
4 S 0.77320 0.09257 1.46123  N2 1.621, H6 1.374
5 H 1.21738 0.13778 -0.73781  N2 1.015
6 H 0.42816 1.40498 1.24679  S4 1.374